Formula: CH4N3O5S3
Source: the Open Molecules 2025 dataset
Level of theory: ωB97M-V with the def2-TZVPD basis set

HOMO = -0.17323 Eh
F_max = 0.05176 Eh/bohr
Spin multiplicity = 1
Total charge = -1
Frontier orbital gap = 7.74 eV
Relative energy (zero: lowest compared OMol25 entry of this formula, charge and spin) = 51.2 kcal per mole

Last column: Mulliken charge in e.
Positions of all 16 atoms, in Å:
C 1.3939 0.0901 -0.0057  0.46
N 1.1958 1.1792 0.7876  -0.39
N 1.1801 0.0331 -1.2512  -0.59
N -0.3217 -1.6374 -1.0094  -0.31
O -1.7490 1.8567 1.2256  -0.49
O 1.7805 -1.1288 0.5205  -0.43
O -0.7797 2.1261 -1.0488  -0.63
O -0.9646 -0.8767 1.2870  -0.60
O -2.7096 -1.1590 -0.4297  -0.72
S 0.4892 -2.2450 0.2199  0.20
S -1.8628 1.6027 -0.1867  0.51
S -1.4255 -0.6502 -0.0950  0.99
H 0.5408 1.8761 0.4275  0.24
H 1.1823 1.0773 1.7406  0.23
H 0.8324 0.9181 -1.5712  0.35
H 1.2178 -3.0622 -0.6109  0.17